Computed, not measured: a cluster of 9 separate species, C80H96ClF6N12O4 in total at a distorted geometry, with ωB97M-V/def2-TZVPD.

Geometry (Å):
C (10.67419, -0.57508, -6.38905)
O (9.77585, -0.34971, -5.27863)
O (11.89911, -1.05507, -5.80369)
C (9.91918, -1.31563, -7.54959)
F (9.32247, -0.46623, -8.39291)
F (10.73137, -2.09403, -8.28161)
F (8.99019, -2.10190, -7.15561)
C (8.67044, 0.50040, -5.61582)
C (7.77034, 0.70088, -4.38779)
H (6.79007, 1.13994, -4.57329)
H (7.48384, -0.28226, -4.01435)
H (8.30032, 1.26349, -3.61923)
H (8.07515, 0.27139, -6.49972)
H (8.94860, 1.55114, -5.69745)
H (11.03593, 0.36720, -6.80059)
C (7.70344, 4.70418, -7.04399)
O (6.76520, 5.64101, -7.63206)
O (7.20314, 4.22105, -5.82339)
C (8.15977, 3.63437, -8.05541)
F (7.38048, 2.51834, -8.16209)
F (8.26954, 4.14347, -9.33098)
F (9.34342, 3.12529, -7.85495)
C (7.32328, 6.81271, -8.16242)
C (6.53927, 7.29584, -9.37045)
H (7.03693, 8.12645, -9.87097)
H (6.54004, 6.53333, -10.14936)
H (5.51291, 7.62377, -9.20564)
H (8.37113, 6.74188, -8.45413)
H (7.30480, 7.55427, -7.36377)
H (8.58223, 5.22734, -6.66699)
C (16.24815, 1.15589, 2.89902)
N (15.69949, 1.61238, 1.55546)
C (15.31273, 0.61767, 0.74184)
C (14.69099, 0.87880, -0.46336)
C (14.59658, 2.22973, -0.92276)
C (15.06384, 3.26581, -0.08387)
C (15.65109, 2.92386, 1.15675)
C (13.83947, 2.49570, -2.19310)
C (12.67482, 1.79738, -2.46494)
C (11.95439, 2.09007, -3.62105)
N (12.33073, 3.10173, -4.42540)
C (13.39098, 3.81186, -4.16266)
C (14.22425, 3.51160, -3.10266)
C (11.35772, 3.57029, -5.41524)
H (17.06174, 1.82760, 3.17283)
H (16.43251, 0.08678, 3.00437)
H (15.44846, 1.43141, 3.58655)
H (15.49030, -0.35978, 1.16547)
H (14.38045, 0.08739, -1.12942)
H (14.95619, 4.31036, -0.33630)
H (16.13860, 3.63569, 1.80638)
H (12.42343, 0.96455, -1.82494)
H (10.97499, 1.65089, -3.74055)
H (13.62815, 4.58107, -4.88271)
H (15.06904, 4.16417, -2.93869)
H (10.80911, 4.42379, -5.01693)
H (10.79618, 2.70189, -5.75972)
H (11.93929, 3.84630, -6.29484)
C (10.43397, 11.27921, -4.94521)
N (9.79989, 10.23588, -4.28612)
C (8.95489, 9.43552, -5.01563)
C (8.45154, 8.27160, -4.43098)
C (8.67494, 8.01335, -3.05779)
C (9.41974, 8.98023, -2.34312)
C (10.08285, 10.04016, -2.99398)
C (8.13986, 6.76541, -2.37268)
C (8.31692, 5.46579, -2.95832)
C (7.93439, 4.29421, -2.33412)
N (7.32938, 4.40546, -1.13312)
C (7.15101, 5.61588, -0.52222)
C (7.63667, 6.81954, -1.06915)
C (6.93324, 3.16504, -0.44091)
H (10.83263, 12.03005, -4.26300)
H (9.79194, 11.81564, -5.64387)
H (11.25239, 10.81877, -5.49864)
H (8.82935, 9.74220, -6.04353)
H (7.86694, 7.53512, -4.96225)
H (9.59251, 8.85336, -1.28460)
H (10.61335, 10.83485, -2.49054)
H (8.70922, 5.46583, -3.96455)
H (8.10518, 3.35223, -2.83403)
H (6.70596, 5.53040, 0.45810)
H (7.59100, 7.76762, -0.55393)
H (7.45897, 3.10759, 0.51219)
H (7.14626, 2.24223, -0.98050)
H (5.86091, 3.24624, -0.26306)
C (11.45911, 9.13921, -7.40852)
N (11.64839, 7.96045, -8.23603)
C (12.56768, 7.04082, -7.91670)
C (12.63300, 5.82043, -8.63208)
C (11.70543, 5.53562, -9.62373)
C (10.76137, 6.52890, -9.90428)
C (10.71030, 7.75509, -9.21369)
C (11.50303, 4.20271, -10.20477)
C (11.80067, 3.05522, -9.45929)
C (11.54469, 1.73746, -9.93507)
N (11.09805, 1.59339, -11.22537)
C (10.75936, 2.68957, -11.96725)
C (10.90409, 3.95658, -11.49487)
C (10.81763, 0.22433, -11.78326)
H (10.98523, 10.00931, -7.86291)
H (12.45445, 9.38276, -7.03693)
H (10.83872, 8.83239, -6.56645)
H (13.20756, 7.30422, -7.08750)
H (13.41056, 5.14015, -8.31740)
H (9.97559, 6.36278, -10.62633)
H (9.88887, 8.44692, -9.32788)
H (12.12557, 3.22722, -8.44378)
H (11.71387, 0.80542, -9.41635)
H (10.33431, 2.39191, -12.91442)
H (10.65743, 4.89090, -11.97717)
H (10.81334, 0.23779, -12.87317)
H (9.81968, -0.05467, -11.44510)
H (11.62222, -0.36511, -11.34362)
C (4.05036, 4.85500, -9.87783)
N (4.14442, 3.41667, -9.79432)
C (3.30707, 2.73600, -8.97223)
C (3.48771, 1.40238, -8.70949)
C (4.54408, 0.70687, -9.33043)
C (5.35512, 1.48769, -10.23128)
C (5.15376, 2.85192, -10.45446)
C (4.78173, -0.71845, -8.84308)
C (6.09486, -1.24443, -8.97613)
C (6.23936, -2.59547, -8.60066)
N (5.28370, -3.37844, -8.21683)
C (4.04648, -2.89743, -8.08961)
C (3.78097, -1.57338, -8.42362)
C (5.48969, -4.79221, -7.99734)
H (3.00158, 5.07731, -9.68098)
H (4.49916, 5.24116, -10.79301)
H (4.49934, 5.24127, -8.96278)
H (2.72548, 3.32925, -8.28216)
H (2.88960, 0.95089, -7.93178)
H (6.22935, 1.11443, -10.74392)
H (5.81033, 3.52182, -10.98976)
H (6.98345, -0.67515, -9.20576)
H (7.17515, -3.12064, -8.72269)
H (3.24875, -3.57435, -7.82164)
H (2.73447, -1.30842, -8.39164)
H (5.92271, -5.13823, -8.93588)
H (4.59062, -5.39741, -7.88110)
H (6.11905, -4.93436, -7.11882)
C (6.16005, 12.77343, -10.93666)
N (6.16988, 11.44758, -11.63427)
C (7.11861, 11.20419, -12.51545)
C (7.16103, 9.93151, -13.16462)
C (6.18251, 8.93271, -12.80996)
C (5.22185, 9.31963, -11.84317)
C (5.24988, 10.53906, -11.23051)
C (6.06619, 7.58926, -13.44787)
C (7.14700, 6.74029, -13.65977)
C (6.98933, 5.49609, -14.35342)
N (5.80496, 5.13981, -14.95449)
C (4.74958, 6.01673, -14.88159)
C (4.84904, 7.19659, -14.08748)
C (5.68364, 3.87467, -15.72373)
H (6.22956, 12.67894, -9.85299)
H (5.18544, 13.17031, -11.22077)
H (6.94630, 13.43217, -11.30542)
H (7.79061, 12.02575, -12.71507)
H (7.78347, 9.82843, -14.04117)
H (4.46993, 8.63071, -11.48765)
H (4.52207, 10.83230, -10.48842)
H (8.14575, 7.06051, -13.40220)
H (7.81218, 4.82274, -14.54299)
H (3.87937, 5.72701, -15.45185)
H (3.99727, 7.85174, -13.97948)
H (4.96268, 3.88813, -16.54113)
H (5.29252, 3.10777, -15.05516)
H (6.62580, 3.42672, -16.03960)
C (4.25815, 3.88891, -4.62984)
N (4.19856, 5.27927, -5.00635)
C (3.56179, 5.58894, -6.11108)
C (3.46934, 6.95457, -6.55394)
C (3.93363, 7.96622, -5.71652)
C (4.61444, 7.56861, -4.56781)
C (4.74434, 6.23083, -4.18744)
C (3.74512, 9.35359, -6.22835)
C (2.48348, 9.71006, -6.73271)
C (2.26169, 10.97357, -7.28044)
N (3.27927, 11.80045, -7.27539)
C (4.57278, 11.56059, -6.73171)
C (4.76212, 10.32897, -6.20404)
C (2.92268, 13.19536, -7.65475)
H (4.05993, 3.31471, -5.53489)
H (3.55278, 3.69409, -3.82200)
H (5.26474, 3.72505, -4.24512)
H (3.20768, 4.78548, -6.73993)
H (2.89188, 7.18783, -7.43628)
H (5.01910, 8.32518, -3.91188)
H (5.28758, 5.94606, -3.29851)
H (1.59887, 9.11202, -6.57081)
H (1.28967, 11.35997, -7.54927)
H (5.17096, 12.45400, -6.62970)
H (5.74138, 10.09705, -5.81204)
H (2.82350, 13.77402, -6.73638)
H (1.99042, 13.26782, -8.21489)
H (3.74809, 13.67850, -8.17760)
Cl (8.02499, 10.59618, -8.56017)

Calculated values
maximum force = 5.705 eV/Å
energy relative to the best compared isomer or geometry (same formula, charge and spin) = 55.85 kcal/mol
E_HOMO = -0.7367 Ha
total charge = +9
energy = -5119.14683 hartree
orbital gap = 2.3 eV